No. 1
Density functional theory data (the ωB97M-V functional and the def2-TZVPD basis) for a 2-piece molecular cluster, C2HClF2O overall at a distorted geometry.

Structure (XYZ):
```
7
Properties=species:S:1:pos:R:3:forces:R:3
C -3.497479 -1.211443 -0.241929 0.723 0.170 -0.199
C -4.027030 0.153815 -0.032919 -0.936 -0.273 -0.576
O -4.699022 -1.115745 0.237102 -0.199 1.163 -0.129
F -4.580196 0.926233 -0.979642 0.226 -0.978 0.308
F -3.823750 0.893386 1.022915 0.280 -0.057 0.610
Cl 0.218771 -0.230338 -0.138654 -1.707 -1.770 -0.260
H -0.727680 -1.226857 -0.288882 1.613 1.744 0.247
```
Forces are in eV/Å.

## Properties
- total energy (eV) = -22091.3199
- HOMO level (eV) = -10.8
- LUMO (Ha) = -0.023
- energy relative to the best compared isomer or geometry (same formula, charge and spin) (kcal/mol) = 71.7
- Kohn-Sham gap (eV) = 10.1438
- net charge = 0

Atomic partial charges in e from the natural (NBO) method, atoms 1 to 4: 0.249, 0.726, -0.391, -0.296



No. 2
Density functional theory data (the ωB97M-V functional and the def2-TZVPD basis) for one molecule with the formula C2HClF2O2 at a distorted geometry.

Structure (XYZ):
```
8
Properties=species:S:1:pos:R:3:forces:R:3
F -0.442885 -1.541619 0.995791 0.001 0.340 -0.889
C -0.674410 -0.522260 0.115947 1.975 -1.685 -1.450
F -0.944501 -0.986341 -1.155370 -0.146 -0.315 1.151
C 0.562834 0.359515 -0.057656 0.649 0.935 -0.002
Cl 2.186732 -0.364523 0.139840 -1.406 0.462 -0.201
O 0.348713 1.611898 0.435585 0.449 0.659 2.164
O 0.437572 1.423898 -0.970121 0.038 -1.584 -1.144
H -1.474053 0.019435 0.495981 -1.559 1.189 0.371
```
Forces are in eV/Å.

## Properties
- total energy (eV) = -24138.6629
- HOMO level (eV) = -11.3
- LUMO (Ha) = 0.025
- energy relative to the best compared isomer or geometry (same formula, charge and spin) (kcal/mol) = 92.1
- Kohn-Sham gap (eV) = 11.9537
- net charge = 0

Atomic partial charges in e from the natural (NBO) method, atoms 1 to 4: -0.318, 0.526, -0.326, 0.381



No. 3
Density functional theory data (the ωB97M-V functional and the def2-TZVPD basis) for one molecule with the formula C2HClN2 at a distorted geometry.

Structure (XYZ):
```
6
Properties=species:S:1:pos:R:3:forces:R:3
C 1.836256 -0.087132 -0.002773 -1.665 0.188 0.014
C 0.625345 -0.026145 -0.002344 2.884 0.753 -0.007
N -0.649733 -0.235942 -0.002496 -3.331 -1.075 0.002
N -1.564542 0.584751 0.001151 1.537 0.337 0.002
Cl -3.131172 -0.172000 0.003504 -0.055 -0.220 -0.004
H 2.883848 -0.063531 0.002957 0.630 0.016 -0.007
```
Forces are in eV/Å.

## Properties
- total energy (eV) = -17588.1409
- HOMO level (eV) = -9.7
- LUMO (Ha) = -0.035
- energy relative to the best compared isomer or geometry (same formula, charge and spin) (kcal/mol) = 81.8
- Kohn-Sham gap (eV) = 8.7686
- net charge = 0

Atomic partial charges in e from the natural (NBO) method, atoms 1 to 4: -0.186, 0.111, -0.198, -0.065



No. 4
Density functional theory data (the ωB97M-V functional and the def2-TZVPD basis) for one molecule with the formula C2HClN2 at a distorted geometry.

Structure (XYZ):
```
6
Properties=species:S:1:pos:R:3:forces:R:3
H 0.570072 0.263667 -0.109270 -0.139 0.399 0.023
N -0.139059 -0.453210 -0.036282 -0.657 -0.573 0.326
C -1.334071 -0.084317 0.068841 2.033 1.137 -0.659
Cl -1.823644 1.630139 -0.007257 -0.101 -0.749 0.213
C -2.392985 -1.025880 0.065440 -1.234 0.155 -0.034
N -3.387020 -1.587389 -0.045257 0.098 -0.368 0.131
```
Forces are in eV/Å.

## Properties
- total energy (eV) = -17591.5959
- HOMO level (eV) = -11.6
- LUMO (Ha) = -0.018
- energy relative to the best compared isomer or geometry (same formula, charge and spin) (kcal/mol) = 2.1
- Kohn-Sham gap (eV) = 11.1033
- net charge = 0

Atomic partial charges in e from the natural (NBO) method, atoms 1 to 4: 0.373, -0.520, 0.169, -0.007



No. 5
Density functional theory data (the ωB97M-V functional and the def2-TZVPD basis) for one molecule with the formula C2HClN2O at a distorted geometry.

Structure (XYZ):
```
7
Properties=species:S:1:pos:R:3:forces:R:3
Cl 0.842423 -1.130812 1.150946 3.241 -3.834 3.008
C 0.016243 -0.345311 0.104336 -3.771 6.908 -2.541
N -0.771203 0.633955 0.527345 -0.756 -1.230 2.409
N -1.155822 1.472418 -0.442918 2.070 -1.546 -2.702
C -0.460112 1.014617 -1.482739 -0.566 -1.039 4.879
O 0.298295 -0.081965 -1.178421 0.161 -0.572 -0.841
H -0.555165 1.119077 -2.459285 -0.378 1.313 -4.213
```
Forces are in eV/Å.

## Properties
- total energy (eV) = -19637.7898
- HOMO level (eV) = -9.8
- LUMO (Ha) = 0.019
- energy relative to the best compared isomer or geometry (same formula, charge and spin) (kcal/mol) = 49.0
- Kohn-Sham gap (eV) = 10.3654
- net charge = 0

Atomic partial charges in e from the natural (NBO) method, atoms 1 to 4: 0.188, 0.271, -0.294, -0.236



No. 6
Density functional theory data (the ωB97M-V functional and the def2-TZVPD basis) for C2HClN2O as an isolated structure at a distorted geometry.

Structure (XYZ):
```
7
Properties=species:S:1:pos:R:3:forces:R:3
C 1.674773 1.516617 0.006534 -0.129 0.373 0.040
C 0.530656 -0.629851 0.027565 -2.291 -0.769 0.055
N 1.862751 2.652350 0.030174 0.034 0.710 0.000
N 1.534767 0.233157 -0.018921 4.845 -1.250 -0.159
O 0.532150 -1.818122 0.067599 0.360 -0.181 -0.008
Cl 3.615012 -0.696465 -0.029639 -3.184 1.230 0.037
H -0.423635 -0.033325 0.008512 0.366 -0.112 0.035
```
Forces are in eV/Å.

## Properties
- total energy (eV) = -19636.4132
- HOMO level (spin up / spin down) (eV) = -11.4 / -11.4
- LUMO (spin up / spin down) (Ha) = -0.150 / -0.149
- energy relative to the best compared isomer or geometry (same formula, charge and spin) (kcal/mol) = 80.7
- Kohn-Sham gap (spin up / spin down) (eV) = 7.3135 / 7.3202
- net charge = 0

Atomic partial charges in e from the natural (NBO) method, atoms 1 to 4: 0.381, 0.512, -0.236, -0.354